(1)
Computed, not measured: a 3-piece molecular cluster, C4H15N2O2 overall at a distorted geometry, with the ωB97M-V functional and the def2-TZVPD basis.

Structure (XYZ):
```
23
Properties=species:S:1:pos:R:3:forces:R:3
C -0.60185 2.59460 0.82882 -0.015 0.837 0.156
C -0.04453 2.14171 -0.49711 0.910 -1.010 -0.626
C -0.34527 0.71480 -0.83569 0.203 -0.210 0.145
C -0.88419 0.17071 -1.92456 -0.339 -0.531 0.608
N -1.14069 -1.16847 -2.06204 0.014 -0.504 -0.540
N 0.20141 -0.27312 0.15020 -0.067 0.080 -0.991
H -0.24332 3.61072 0.99716 -0.454 0.196 -0.031
H -0.21265 2.08433 1.71550 -0.023 -0.489 -0.280
H -1.68776 2.54580 0.83032 -0.049 0.164 0.167
H -0.33103 2.69657 -1.39117 -0.395 0.425 0.395
H 1.04968 2.26098 -0.47775 -0.014 -0.003 0.029
H -1.27193 0.78010 -2.70822 -0.140 0.501 -0.344
H -0.56855 -1.86723 -1.61742 0.181 0.024 0.233
H -1.39539 -1.50801 -2.97570 -0.125 0.291 -0.085
H -0.44827 -0.73071 0.79040 -0.184 0.071 0.047
H 0.72154 -0.99311 -0.36460 -0.084 -0.239 0.234
H 0.86465 0.23102 0.69975 0.635 0.259 0.930
H 2.00810 -3.12054 -0.51942 0.121 -0.202 -0.334
H 0.66448 -3.47195 0.05237 -0.105 -0.335 -0.174
O 1.08861 -3.24796 -0.78786 -0.053 0.642 0.644
H 1.56721 -1.53060 3.18255 -0.057 -0.016 0.807
H 0.26657 -0.85860 3.86041 0.470 -0.297 0.401
O 0.74318 -1.06105 3.05406 -0.430 0.345 -1.388
```
Forces are in eV/Å.

The gap between HOMO and LUMO comes out at 9.15 eV. Its spin multiplicity is 1. The total energy comes out at -11460.0699 eV. The HOMO energy comes out at -12.40 eV. The calculation puts the energy above the lowest of the compared OMol25 structures with the same formula, charge and spin at 27.4 kcal per mole. Its total charge is +1. For the LUMO energy, the calculation gives -3.25 eV.

---

(2)
Computed, not measured: one molecule with the formula C4H8N2O, with the ωB97M-V functional and the def2-TZVPD basis.

Structure (XYZ):
```
15
Properties=species:S:1:pos:R:3:forces:R:3
H 0.43163 2.61567 1.27924 -0.244 -0.026 0.177
N -0.32360 1.92302 1.26671 0.250 -0.647 -0.073
C 0.16002 0.84704 0.81476 -0.254 0.428 0.110
O 1.47950 0.70736 0.45714 -0.280 0.205 -0.007
C 1.38715 0.02925 -0.80184 0.099 -0.098 -0.312
C 0.43118 -1.12180 -0.49747 0.079 -0.086 0.034
C -0.59841 -0.43032 0.42590 0.218 -0.053 0.069
N -1.83231 -0.11973 -0.28911 -0.120 -0.037 0.153
H 0.94204 0.74213 -1.50506 0.072 -0.216 -0.187
H 2.39440 -0.22610 -1.13286 -0.160 -0.145 0.116
H -0.03309 -1.58389 -1.37642 0.095 0.238 0.165
H 0.98395 -1.88935 0.05092 -0.107 0.027 -0.046
H -0.76764 -1.03350 1.33256 0.082 0.183 -0.112
H -2.35300 -0.98053 -0.44601 0.114 0.178 0.006
H -2.42370 0.47555 0.28578 0.155 0.050 -0.094
```
Forces are in eV/Å.

The gap between HOMO and LUMO comes out at 10.68 eV. Its spin multiplicity is 1. The structure (SMILES) is [H]/N=C1\OCC[C@@H]1N. The total energy comes out at -9304.9656 eV. The HOMO energy comes out at -9.72 eV. The calculation puts the energy above the lowest of the compared OMol25 structures with the same formula, charge and spin at 32.9 kcal per mole. For the LUMO energy, the calculation gives 0.96 eV.

---

(3)
Computed, not measured: a 2-piece molecular cluster, C4H14N2OS overall at a distorted geometry, with the ωB97M-V functional and the def2-TZVPD basis.

Structure (XYZ):
```
22
Properties=species:S:1:pos:R:3:forces:R:3
N -0.67552 1.09462 -2.62104 0.652 -0.611 0.589
C -0.24273 0.49269 -1.37020 0.096 -0.106 1.203
C -1.26481 0.52018 -0.20432 -0.958 1.782 -0.587
N -0.86882 0.09178 1.12684 0.318 -0.528 -0.463
C -0.80433 -1.34799 1.34888 0.091 -0.888 0.474
C 0.55578 -1.98295 1.71308 -0.386 0.815 -0.041
S 1.89365 -1.69435 0.55559 0.157 -0.129 -0.741
H -1.53363 0.67395 -2.95723 -0.001 0.594 0.017
H -0.65304 2.09866 -2.54582 -0.625 0.022 -0.311
H 0.14535 -0.50945 -1.52045 -0.100 -0.203 -0.261
H 0.60066 1.04083 -0.92330 0.008 -0.242 -0.750
H -2.26640 0.19714 -0.49787 0.146 -1.111 0.095
H -1.55281 1.58935 -0.13703 0.500 -0.016 0.275
H 0.03932 0.49502 1.32333 0.050 0.044 0.098
H -1.14286 -1.92543 0.48741 -0.260 0.282 -0.289
H -1.46815 -1.65023 2.18103 0.042 0.272 -0.262
H 0.95912 -1.53315 2.61935 -0.131 -0.100 0.269
H 0.39124 -3.03999 1.88290 0.065 -0.177 0.100
H 1.28648 -2.13282 -0.58083 0.193 0.078 0.485
O 2.44515 2.32823 -0.21369 -0.890 0.253 0.024
H 2.67508 2.70257 0.64463 -0.025 -0.018 -0.084
H 1.48125 2.49136 -0.31127 1.057 -0.013 0.161
```
Forces are in eV/Å.

The gap between HOMO and LUMO comes out at 9.28 eV. Its spin multiplicity is 1. The structure (SMILES) is NCCNCCS.O. The total energy comes out at -20237.0435 eV. The HOMO energy comes out at -8.60 eV. The calculation puts the energy above the lowest of the compared OMol25 structures with the same formula, charge and spin at 22.7 kcal per mole. For the LUMO energy, the calculation gives 0.68 eV.